(1)
Below is C36H44CeF4N7O6 as an isolated structure, with properties calculated with ωB97M-V/def2-TZVPD.

Each line ends with the Mulliken charge.
Atoms and positions in Å:
Ce: 0.230 -0.240 -0.495  0.42
C: -3.142 0.099 -2.506  -1.22
C: -3.349 -0.589 -1.168  -0.25
N: -2.652 0.058 -0.023  0.97
C: -3.396 1.299 0.293  -0.79
C: -2.817 2.237 1.346  -1.28
C: -2.669 -0.895 1.099  -0.75
C: -1.767 -0.533 2.279  -1.92
N: -0.584 0.204 1.861  1.11
C: 0.277 0.646 2.809  0.52
C: 1.364 1.434 2.373  -0.27
F: 1.450 1.672 1.024  0.18
C: 2.314 1.970 3.207  -0.42
F: 3.304 2.703 2.684  -0.28
C: 2.247 1.751 4.569  -0.66
C: 1.202 0.985 5.043  0.07
F: 1.107 0.741 6.352  -0.31
C: 0.240 0.445 4.209  0.29
F: -0.731 -0.304 4.771  -0.33
H: -3.681 -0.457 -3.274  0.52
H: -2.091 0.112 -2.796  0.12
H: -3.527 1.119 -2.529  0.35
H: -2.975 -1.607 -1.243  -0.17
H: -4.421 -0.653 -0.937  0.52
H: -4.417 1.012 0.584  0.41
H: -3.494 1.852 -0.640  0.45
H: -3.052 1.927 2.361  0.34
H: -3.250 3.229 1.210  0.41
H: -1.737 2.320 1.259  0.03
H: -2.354 -1.858 0.698  -0.08
H: -3.691 -1.033 1.478  0.60
H: -1.469 -1.465 2.770  0.77
H: -2.317 0.049 3.020  0.75
H: 2.987 2.160 5.241  0.54
N: -0.432 2.373 -1.038  -0.31
C: 0.561 2.693 -2.088  0.87
C: 0.481 4.160 -2.531  -1.05
C: 1.404 4.642 -3.659  -0.48
C: 2.897 4.440 -3.369  -1.27
N: 3.330 3.043 -3.272  0.15
C: 3.262 2.148 -4.240  0.36
N: 3.330 0.845 -3.931  -0.21
N: 3.197 2.520 -5.524  -0.39
C: 0.417 1.608 -3.181  0.43
O: 0.490 1.885 -4.364  -0.67
O: 0.270 0.415 -2.707  -0.41
H: -1.367 2.542 -1.402  0.33
H: -0.307 3.010 -0.256  0.41
H: 1.536 2.514 -1.619  -0.47
H: 0.697 4.774 -1.649  0.38
H: -0.556 4.371 -2.808  0.36
H: 1.255 5.715 -3.795  0.46
H: 1.115 4.154 -4.584  0.32
H: 3.150 4.870 -2.400  0.49
H: 3.504 4.964 -4.110  0.38
H: 3.507 2.699 -2.328  0.26
H: 3.011 0.571 -3.004  -0.23
H: 3.128 0.178 -4.658  0.30
H: 3.050 3.494 -5.724  0.26
H: 2.750 1.887 -6.167  0.26
C: -0.296 -8.604 0.275  -1.53
C: -0.234 -7.112 0.119  0.46
C: -1.054 -6.448 -0.780  -1.36
C: -1.022 -5.068 -0.934  0.59
C: -1.962 -4.478 -1.956  -0.91
C: -0.136 -4.321 -0.130  -0.06
C: 0.731 -4.980 0.773  1.23
C: 1.777 -4.291 1.615  -1.14
C: 0.659 -6.360 0.872  -1.22
C: -0.136 -2.853 -0.201  1.53
O: -0.679 -2.224 -1.178  -0.27
O: 0.396 -2.153 0.726  -0.43
H: -0.984 -9.051 -0.440  0.37
H: -0.629 -8.870 1.279  0.33
H: 0.688 -9.050 0.130  0.37
H: -1.742 -7.021 -1.389  0.33
H: -2.493 -5.283 -2.460  0.46
H: -1.436 -3.883 -2.699  0.16
H: -2.704 -3.825 -1.492  0.14
H: 2.363 -3.584 1.030  -0.02
H: 2.445 -5.041 2.035  0.44
H: 1.329 -3.733 2.437  0.24
H: 1.331 -6.867 1.555  0.41
O: 3.968 2.209 -0.705  -0.90
C: 3.916 0.992 -0.633  -0.14
N: 2.799 0.237 -0.912  0.83
C: 3.150 -1.091 -0.850  0.71
O: 2.338 -1.976 -1.099  -0.74
C: 4.587 -1.220 -0.475  0.15
C: 5.404 -2.318 -0.309  -0.50
C: 6.735 -2.071 0.017  -0.68
C: 7.213 -0.771 0.160  -0.59
C: 6.379 0.331 -0.020  -0.57
C: 5.061 0.074 -0.329  0.17
H: 5.027 -3.325 -0.430  0.58
H: 7.413 -2.902 0.158  0.43
H: 8.254 -0.616 0.411  0.44
H: 6.743 1.344 0.085  0.55

Cartesian forces (eV/Å) of the 3 atoms listed first:
-0.47 1.37 0.84
-0.02 -0.01 0.01
-0.04 0.05 0.02

Values from the calculation:
Strongest force on any atom: 0.035 Eh/bohr
Net charge: +1
E: -84561.17217 eV
HOMO-LUMO gap (spin up / spin down): 5.393 / 5.406 eV
Relative energy (zero: lowest compared OMol25 entry of this formula, charge and spin): 0.0 kJ/mol
HOMO energy (spin up / spin down): -9.9 / -9.9 eV



(2)
Below is C36H44FN4Pt as an isolated structure, with properties calculated with ωB97M-V/def2-TZVPD.

Each line ends with the Mulliken charge.
Atoms and positions in Å:
Pt: -0.070 0.010 0.016  1.02
C: 2.104 -5.778 -0.522  -0.92
C: 0.607 -5.521 -0.736  -1.20
C: 0.136 -4.257 -0.088  0.92
C: -0.462 -4.099 1.126  0.75
C: -0.824 -5.148 2.131  -1.24
C: 0.219 -5.287 3.248  -0.96
C: -0.629 -2.677 1.318  0.17
N: -0.142 -2.004 0.253  -0.58
C: 0.328 -2.936 -0.623  0.18
C: 0.933 -2.654 -1.835  -0.66
C: 1.159 -1.410 -2.364  0.16
C: 1.844 -1.156 -3.623  0.73
C: 2.437 -2.216 -4.498  -1.32
C: 3.821 -2.674 -4.021  -0.96
C: 1.891 0.184 -3.776  0.81
C: 1.228 0.761 -2.613  0.26
C: 1.081 2.107 -2.390  -0.75
C: 0.496 2.695 -1.277  -0.02
N: -0.023 2.020 -0.220  -0.69
C: -0.454 2.955 0.667  -0.11
C: -1.045 2.673 1.895  -0.72
C: -1.271 1.431 2.420  0.21
N: -0.956 0.245 1.823  -0.56
C: -1.343 -0.742 2.666  0.24
C: -1.205 -2.090 2.443  -0.79
C: -1.923 -0.161 3.875  0.82
C: -1.877 1.177 3.722  0.70
C: -2.280 2.237 4.697  -1.14
C: -1.094 2.794 5.495  -1.04
C: -2.392 -0.950 5.055  -1.24
C: -1.241 -1.418 5.956  -0.92
C: -0.206 4.276 0.153  0.97
C: 0.381 4.114 -1.065  0.90
C: 0.898 5.168 -1.994  -1.14
C: 2.402 5.414 -1.830  -1.05
C: -0.582 5.559 0.831  -1.24
C: -2.056 5.929 0.634  -1.13
N: 0.796 -0.228 -1.786  -0.52
C: 2.553 0.980 -4.858  -1.18
C: 3.923 1.532 -4.442  -0.93
H: 2.426 -6.705 -1.004  0.37
H: 2.331 -5.847 0.544  0.21
H: 2.700 -4.956 -0.924  0.19
H: 0.035 -6.365 -0.344  0.40
H: 0.395 -5.488 -1.809  0.40
H: -0.944 -6.109 1.627  0.36
H: -1.798 -4.917 2.573  0.40
H: 1.185 -5.584 2.835  0.23
H: -0.082 -6.034 3.988  0.37
H: 0.367 -4.334 3.760  0.21
H: 1.273 -3.502 -2.418  0.20
H: 2.506 -1.844 -5.523  0.41
H: 1.766 -3.078 -4.536  0.42
H: 4.524 -1.838 -4.020  0.22
H: 4.225 -3.461 -4.663  0.36
H: 3.771 -3.054 -2.998  0.22
H: 1.469 2.777 -3.149  0.24
H: -1.342 3.523 2.500  0.24
H: -1.561 -2.758 3.219  0.25
H: -3.022 1.830 5.387  0.40
H: -2.777 3.054 4.167  0.40
H: -0.606 1.997 6.061  0.23
H: -1.414 3.567 6.198  0.37
H: -0.343 3.222 4.828  0.28
H: -2.960 -1.820 4.712  0.40
H: -3.088 -0.346 5.641  0.38
H: -0.538 -2.037 5.396  0.18
H: -1.609 -1.996 6.807  0.37
H: -0.682 -0.561 6.339  0.22
H: 0.354 6.101 -1.825  0.44
H: 0.687 4.885 -3.029  0.43
H: 2.628 5.730 -0.809  0.31
H: 2.763 6.184 -2.518  0.36
H: 2.966 4.496 -2.014  0.22
H: 0.047 6.367 0.448  0.43
H: -0.361 5.494 1.900  0.44
H: -2.277 6.056 -0.428  0.30
H: -2.311 6.857 1.152  0.36
H: -2.707 5.135 1.008  0.27
H: 1.904 1.810 -5.152  0.40
H: 2.667 0.356 -5.748  0.35
H: 3.833 2.173 -3.563  0.19
H: 4.380 2.113 -5.247  0.37
H: 4.601 0.718 -4.178  0.23
F: 2.025 0.029 1.105  -0.85

Cartesian forces (eV/Å) of the 3 atoms listed first:
-0.77 -0.05 -0.14
0.00 0.05 0.03
0.02 -0.04 -0.02

Values from the calculation:
Strongest force on any atom: 0.015 Eh/bohr
Net charge: -1
E: -49975.13538 eV
HOMO-LUMO gap: 5.121 eV
HOMO energy: -3.0 eV